[1]
22
Properties=species:S:1:pos:R:3 method="wB97M-V/def2-TZVPD" e_lumo_ev="5.645 / 5.696" e_above_lowest_kcal_mol=28.1 e_homo_ev="0.89 / -1.08" total_charge=-2 e_tot_ha=-2747.8658
Ga 0.718 -1.202 1.564
Cl -1.030 -1.396 0.225
C 2.426 -1.814 0.824
H 3.186 -1.638 1.601
H 2.623 -1.229 -0.090
H 2.326 -2.888 0.604
Be -1.168 1.608 -1.790
C -0.589 0.254 -2.867
C -2.520 1.562 -0.570
C -0.358 3.113 -1.966
H -2.258 1.776 0.499
H -3.391 2.262 -0.682
H -3.087 0.612 -0.409
H 0.476 -0.079 -2.751
H -1.080 -0.748 -2.798
H -0.613 0.383 -3.983
H 0.469 3.436 -2.622
H -0.499 4.089 -1.470
O 2.219 -1.372 4.211
C 1.129 -2.002 4.169
O 0.247 -2.132 3.248
H 0.773 -2.592 5.054

[2]
20
Properties=species:S:1:pos:R:3 method="wB97M-V/def2-TZVPD" e_lumo_ev=0.546 e_above_lowest_kcal_mol=59.6 e_homo_ev=-8.38 total_charge=0 e_tot_ha=-403.2390
C -1.789 1.303 0.371
C -1.377 0.090 -0.396
N -2.320 -0.980 -0.136
C -0.003 -0.261 -0.161
C 0.565 -1.513 -0.178
C 1.998 -1.383 0.036
C 2.361 -0.128 0.333
C 1.133 0.720 0.318
O 1.468 1.797 -0.652
H -0.914 2.098 0.213
H -2.809 1.592 0.083
H -1.788 1.196 1.457
H -1.534 0.423 -1.458
H -2.323 -1.691 -0.822
H -2.211 -1.353 0.820
H 0.091 -2.538 -0.291
H 2.791 -2.224 -0.107
H 3.391 0.162 0.301
H 0.954 1.197 1.296
H 2.315 1.493 -1.027

[3]
13
Properties=species:S:1:pos:R:3 method="wB97M-V/def2-TZVPD" e_lumo_ev="0.151 / 0.150" e_above_lowest_kcal_mol=98.5 e_homo_ev="-7.89 / -7.89" total_charge=0 e_tot_ha=-249.3162
C 0.657 -0.475 1.977
N 0.050 0.017 0.718
C -0.391 1.805 -0.625
C -0.569 0.918 -1.657
C -0.293 -0.423 -1.564
C 0.112 -0.822 -0.273
H -0.080 -0.497 2.788
H 1.504 0.132 2.313
H 1.037 -1.508 1.869
H -1.269 2.439 -0.408
H -0.898 1.404 -2.580
H -0.357 -1.108 -2.394
H 0.518 -1.829 -0.125

[4]
18
Properties=species:S:1:pos:R:3 method="wB97M-V/def2-TZVPD" e_lumo_ev=0.850 e_above_lowest_kcal_mol=82.7 e_homo_ev=-10.25 total_charge=0 e_tot_ha=-422.1247
C 1.097 0.295 -2.186
C 0.537 0.495 -1.133
C 0.122 1.372 0.338
C -1.304 1.833 0.092
O 0.282 0.518 1.374
O 0.959 2.444 0.458
H 1.536 0.093 -3.127
H -1.339 2.459 -0.795
H -1.627 2.410 0.960
H -1.955 0.971 -0.028
H -0.185 -0.382 1.155
H 1.755 2.147 0.921
C 0.155 -2.749 0.503
O -0.691 -1.620 0.326
H -0.024 -3.133 1.505
H -0.082 -3.523 -0.229
H 1.209 -2.468 0.402
H -0.445 -1.161 -0.535

[5]
97
Properties=species:S:1:pos:R:3 method="wB97M-V/def2-TZVPD" e_lumo_ev=-4.674 e_homo_ev=-12.81 total_charge=+1 e_tot_ha=-4896.3054
C 1.265 -6.204 1.765
C 1.308 -5.591 0.358
C 0.665 -6.583 -0.619
C 2.768 -5.268 -0.017
C 2.941 -4.058 -0.953
C 2.222 -4.221 -2.287
C 2.586 -2.782 -0.171
O 1.496 -1.977 -0.781
C 0.488 -1.640 -0.013
C -0.811 -2.103 -0.384
N -0.995 -2.868 -1.571
C -1.093 -2.023 -2.748
O -2.053 -1.462 -3.108
F 0.087 -1.933 -3.341
C -1.923 -3.932 -1.461
O -2.071 -4.593 -0.504
F -2.519 -4.147 -2.642
N -1.881 -1.852 0.307
N -1.752 -1.140 1.415
P -3.295 -0.979 2.323
O -3.217 -1.576 3.654
C -0.595 -0.591 1.843
C -0.609 0.207 3.116
N -0.069 -0.598 4.236
C 0.581 -0.816 1.097
C 1.893 -0.194 1.521
C 2.680 0.447 0.384
F 2.639 -1.182 2.173
H 1.758 -7.179 1.741
H 1.792 -5.590 2.496
H 0.234 -6.366 2.075
H 0.721 -4.663 0.389
H 0.375 -6.108 -1.557
H 1.355 -7.400 -0.829
H -0.242 -7.005 -0.183
H 3.234 -6.135 -0.489
H 3.323 -5.036 0.897
H 4.009 -3.974 -1.166
H 2.565 -3.474 -3.004
H 1.147 -4.131 -2.174
H 2.449 -5.207 -2.691
H 3.451 -2.127 -0.116
H 2.265 -3.018 0.843
H -4.139 -1.569 1.385
H -3.483 0.404 2.248
H -1.595 0.599 3.357
H 0.014 1.081 2.924
H 0.509 -1.338 3.846
H 0.612 -0.012 4.712
H 1.704 0.570 2.267
H 3.544 -0.167 0.142
H 2.028 0.570 -0.481
H 2.963 1.443 0.682
C -3.106 1.232 -5.395
C -3.187 0.965 -6.884
O -3.534 2.244 -7.438
S -2.869 3.411 -6.590
O -1.659 3.831 -7.204
O -3.867 4.358 -6.248
O -2.496 2.531 -5.309
H -4.095 1.279 -4.938
H -2.488 0.509 -4.868
H -3.953 0.243 -7.149
H -2.225 0.654 -7.295
C -1.223 4.987 -0.016
C 0.000 5.870 0.104
O 0.700 5.316 1.258
S 0.496 3.763 1.307
O 1.595 3.074 0.715
O 0.077 3.380 2.613
O -0.724 3.663 0.299
H -1.989 5.249 0.714
H -1.656 4.981 -1.011
H -0.242 6.907 0.295
H 0.654 5.800 -0.761
C -1.206 8.138 -5.391
C -1.226 6.634 -5.578
O -0.955 6.128 -4.250
S -1.591 7.096 -3.167
O -2.838 6.588 -2.718
O -0.580 7.389 -2.206
O -1.841 8.338 -4.110
H -0.190 8.531 -5.337
H -1.765 8.669 -6.155
H -0.466 6.278 -6.265
H -2.204 6.274 -5.896
C 0.769 -0.632 7.996
C 1.295 -0.101 9.313
O 2.325 -1.039 9.663
S 3.050 -1.584 8.349
O 4.230 -0.840 8.098
O 3.067 -2.998 8.401
O 1.933 -1.098 7.304
H 0.090 -1.474 8.143
H 0.275 0.133 7.403
H 0.544 -0.078 10.097
H 1.745 0.887 9.204

[6]
9
Properties=species:S:1:pos:R:3 method="wB97M-V/def2-TZVPD" e_lumo_ev="-2.284 / -0.894" e_above_lowest_kcal_mol=51.6 e_homo_ev="-8.42 / -9.80" total_charge=0 e_tot_ha=-991.3662
C -1.958 0.068 0.153
N -0.744 0.000 -0.703
F 1.048 -1.146 0.755
S 3.557 1.100 -0.171
S 0.748 -0.048 -0.520
H -2.213 1.147 0.161
H -2.714 -0.519 -0.269
H -1.625 -0.442 1.068
H 3.902 -0.161 -0.475